[1]
Here is one molecule with the formula C24H30N4O2 from the Open Molecules 2025 dataset. Energies are from the ωB97M-V functional and the def2-TZVPD basis.

Each line ends with the Mulliken charge.
Atoms and positions in Å:
C1 2.96749 -5.42727 4.57764  -1.44
C2 3.13249 -5.72701 3.11888  0.77
C3 3.77976 -6.89081 2.71177  -0.61
C4 3.92984 -7.16962 1.36906  -0.67
C5 3.44292 -6.30397 0.40153  -0.74
C6 2.79645 -5.14231 0.79750  0.61
O1 2.27119 -4.20662 -0.05494  -0.20
C7 2.36977 -4.42323 -1.44228  -0.21
C8 1.71242 -3.28066 -2.22927  0.19
O2 1.68688 -3.31722 -3.44109  -0.69
N1 1.21237 -2.31196 -1.43781  -0.04
C9 0.54531 -1.12702 -1.78004  0.98
C10 0.29185 -0.78569 -3.11589  -0.57
C11 -0.36755 0.38050 -3.44406  -1.54
C12 -0.77259 1.20731 -2.40966  0.90
C13 -0.51993 0.87203 -1.05802  0.31
C14 0.14335 -0.30339 -0.73848  -0.80
N2 -1.02126 1.85364 -0.24322  -0.78
C15 -1.55045 2.73911 -1.03819  0.33
C16 -2.22319 3.99065 -0.60520  -0.47
C17 -2.17953 4.14585 0.91557  -1.05
N3 -2.65731 5.45544 1.32208  0.28
C18 -2.11854 5.87158 2.60479  -0.70
C19 -2.48569 7.32676 2.88068  -0.73
C20 -4.00080 7.49176 2.88898  -0.71
C21 -4.55746 6.97309 1.56858  -0.77
C22 -4.10708 5.53314 1.34269  -0.58
N4 -1.43560 2.41079 -2.36544  0.07
C23 -1.91452 3.17868 -3.47749  -0.93
C24 2.64660 -4.86291 2.15520  -0.46
H1 2.47674 -4.46937 4.72687  0.34
H2 3.93792 -5.40396 5.07132  0.34
H3 2.37054 -6.20269 5.05624  0.33
H4 4.16416 -7.57478 3.45372  0.41
H5 4.43305 -8.07358 1.05904  0.36
H6 3.57435 -6.54634 -0.64076  0.43
H7 3.41895 -4.48211 -1.76316  0.37
H8 1.86936 -5.35559 -1.73714  0.37
H9 1.33361 -2.46365 -0.44338  0.01
H10 0.62267 -1.45471 -3.89175  0.59
H11 -0.55447 0.62595 -4.47880  0.28
H12 0.33566 -0.56053 0.29141  0.44
H13 -3.25632 3.98134 -0.96462  0.33
H14 -1.72746 4.85330 -1.05989  0.29
H15 -1.13992 4.03816 1.22855  0.47
H16 -2.74780 3.32627 1.38277  0.25
H17 -1.03116 5.76879 2.56963  0.41
H18 -2.49591 5.23585 3.42742  0.32
H19 -2.05962 7.63498 3.83703  0.37
H20 -2.05801 7.95112 2.09471  0.30
H21 -4.27003 8.54002 3.03117  0.31
H22 -4.42680 6.91813 3.71595  0.33
H23 -5.64809 7.01940 1.56538  0.36
H24 -4.18301 7.59042 0.75042  0.30
H25 -4.49135 5.17966 0.38372  0.30
H26 -4.52915 4.88692 2.13618  0.36
H27 -1.46135 4.17301 -3.48277  0.31
H28 -3.00070 3.29160 -3.43028  0.30
H29 -1.65410 2.66796 -4.40204  0.33
H30 2.13976 -3.95228 2.43690  0.35

## Properties
HOMO-LUMO gap in eV: 8.58
Spin multiplicity: 1
SMILES: Cc1cccc(OCC(=O)Nc2ccc3c(c2)nc(CCN2CCCCC2)n3C)c1
Net charge: 0



[2]
Here is one molecule with the formula C3H10NOP at a distorted geometry from the Open Molecules 2025 dataset. Energies are from the ωB97M-V functional and the def2-TZVPD basis.

Each line ends with the Mulliken charge.
Atoms and positions in Å:
C1 -1.03895 -0.71564 1.10659  -1.22
P1 0.37671 -0.05706 0.12939  1.00
C2 -0.15540 1.59795 -0.18953  -1.12
C3 0.11297 -0.84423 -1.45711  -1.03
N1 1.58675 -0.56784 1.16859  -0.56
O1 2.11224 0.11229 -0.04136  -0.46
H1 -0.70393 -0.66895 2.12261  0.35
H2 -1.44431 -1.67151 0.86127  0.37
H3 -1.82842 0.03436 0.95897  0.37
H4 -1.16003 1.50801 -0.56716  0.45
H5 0.43562 1.91107 -1.20934  0.30
H6 0.12827 2.24879 0.63136  0.34
H7 0.50801 -0.03592 -2.10097  0.26
H8 -0.95636 -1.17555 -1.54982  0.30
H9 0.53885 -1.83490 -1.84822  0.34
H10 1.48800 0.15914 1.98474  0.31

## Properties
HOMO-LUMO gap in eV: 9.57
Spin multiplicity: 1
SMILES: CP1(C)(C)NO1
Net charge: 0



[3]
Here is a 7-piece molecular cluster, C16H31BBr14O2 overall at a distorted geometry from the Open Molecules 2025 dataset. Energies are from the ωB97M-V functional and the def2-TZVPD basis.

Each line ends with the Mulliken charge.
Atoms and positions in Å:
C1 -5.77901 4.55227 -0.23393  -1.45
C2 -4.40496 3.97957 -0.34804  0.47
Br1 -3.56769 4.93486 -1.93770  -0.30
C3 -3.70161 4.16641 0.95540  -0.73
Br2 -1.73925 4.42775 0.87725  -0.32
B1 -4.15164 2.95622 1.99364  0.32
C4 -4.30929 1.47759 1.27613  0.06
O1 -5.21332 0.72243 1.66808  -0.69
O2 -3.55038 1.15866 0.36108  -0.69
H1 -6.50615 3.87602 -0.61535  0.30
H2 -5.86842 5.45017 -0.78901  0.50
H3 -5.99362 4.78972 0.77907  0.32
H4 -4.40459 2.96595 -0.65925  0.28
H5 -4.03571 5.09075 1.35829  0.42
H6 -5.20300 3.24183 2.57265  -0.21
H7 -3.28558 2.87019 2.86225  -0.24
Br3 -5.01619 8.66683 -3.66035  -0.12
C5 -4.61928 8.11476 -5.48031  -0.60
C6 -4.10007 6.70371 -5.54649  -0.57
Br4 -2.26313 6.57285 -4.94874  -0.13
H8 -3.91033 8.83270 -5.87609  0.36
H9 -5.56054 8.19640 -6.01874  0.34
H10 -4.09868 6.35608 -6.57702  0.32
H11 -4.67063 6.01663 -4.92904  0.35
Br5 0.68929 -2.63440 -0.84062  -0.22
C7 -0.61384 -1.51141 0.14494  -0.56
C8 -0.52990 -0.07859 -0.24847  -0.09
Br6 1.02978 0.80126 0.53631  -0.18
H12 -0.42397 -1.67310 1.19952  0.36
H13 -1.58949 -1.90954 -0.11453  0.40
H14 -1.42449 0.47638 0.14292  -0.01
H15 -0.45794 0.06155 -1.32129  0.36
Br7 5.31826 -3.92537 3.26462  -0.19
C9 3.70106 -3.61757 2.21281  -0.26
C10 3.30190 -2.17264 2.17995  -0.05
Br8 2.48541 -1.63410 3.85756  -0.13
H16 2.92984 -4.24539 2.64335  0.44
H17 3.94401 -3.96898 1.21615  -0.01
H18 2.54090 -2.00977 1.41880  -0.20
H19 4.13506 -1.50292 2.00241  0.38
Br9 2.16072 -5.44202 -3.62737  -0.10
C11 0.72359 -5.41373 -4.93211  -0.56
C12 -0.59704 -5.12128 -4.27329  -0.45
Br10 -1.27673 -6.67656 -3.32362  -0.13
H20 0.73607 -6.36950 -5.44286  0.37
H21 0.98269 -4.62378 -5.63202  0.33
H22 -1.34971 -4.88539 -5.02050  0.33
H23 -0.53360 -4.31352 -3.55092  0.21
Br11 5.10156 -0.97964 6.37672  -0.10
C13 4.82494 0.38846 7.72696  -0.58
C14 3.85141 1.43618 7.25828  -0.57
Br12 4.66897 2.64816 5.97882  -0.12
H24 5.79651 0.80618 7.96434  0.35
H25 4.43237 -0.13554 8.59482  0.33
H26 3.53626 2.06185 8.08924  0.33
H27 2.98052 1.00940 6.77407  0.36
Br13 6.50601 -4.35547 -0.65313  -0.14
C15 6.32698 -6.29009 -0.78990  -0.61
C16 5.01817 -6.69733 -1.41125  -0.51
Br14 3.53973 -6.52831 -0.16543  -0.10
H28 6.45708 -6.68909 0.20958  0.38
H29 7.15463 -6.60622 -1.41982  0.36
H30 5.03839 -7.74762 -1.69027  0.33
H31 4.77152 -6.09748 -2.27969  0.24

## Properties
HOMO-LUMO gap in eV: 2.70
Spin multiplicity: 1
Net charge: -2



[4]
Here is a 2-piece molecular cluster, C10H15N4S overall at a distorted geometry from the Open Molecules 2025 dataset. Energies are from the ωB97M-V functional and the def2-TZVPD basis.

Each line ends with the Mulliken charge.
Atoms and positions in Å:
C1 -3.64059 1.04253 -0.35759  -0.61
C2 -2.96175 0.99529 -1.50390  -0.33
C3 -2.89589 0.96142 0.83618  -0.58
C4 -1.56275 0.78930 -1.69122  -0.63
C5 -1.46144 0.81955 0.74976  -0.43
C6 -0.83080 0.71648 -0.50589  0.75
C7 0.59253 0.53541 -0.55091  0.77
C8 2.05102 -2.27904 -0.75548  -0.99
C9 0.16400 -2.30437 0.88422  -0.74
C10 1.67684 2.11551 1.63886  -0.85
N1 1.39144 0.61566 -1.58797  -0.16
N2 2.66151 0.65746 -1.28436  -0.50
N3 2.96503 0.66470 -0.09956  -0.14
N4 0.75428 -1.79810 -0.34917  -0.18
S1 1.59637 0.42078 0.92356  0.38
H1 -4.70213 1.35862 -0.45079  0.36
H2 -3.54527 1.08567 -2.42408  0.37
H3 -3.17708 1.16101 1.91674  0.33
H4 -1.04166 0.62964 -2.62175  0.48
H5 -0.97280 0.59798 1.68814  0.30
H6 2.13165 -3.32879 -0.67404  0.42
H7 2.51109 -1.92858 -1.70267  0.39
H8 2.91589 -1.84290 -0.07594  0.31
H9 0.67942 -3.31978 0.97894  0.28
H10 0.50038 -1.50160 1.62982  0.27
H11 -0.90321 -2.18104 0.90082  0.37
H12 0.70593 2.19128 2.04585  0.36
H13 1.86630 2.89179 0.94792  0.38
H14 2.42603 2.09320 2.53957  0.36
H15 0.10568 -1.85905 -1.04508  0.27

## Properties
HOMO-LUMO gap (alpha / beta) in eV: 7.83 / 7.83
Spin multiplicity: 1
Net charge: +1



[5]
Here is a 2-piece molecular cluster, C2Cl3F2NO2 overall at a distorted geometry from the Open Molecules 2025 dataset. Energies are from the ωB97M-V functional and the def2-TZVPD basis.

Each line ends with the Mulliken charge.
Atoms and positions in Å:
C1 0.15485 -1.03351 0.05165  0.10
C2 0.32469 1.17602 -0.84521  0.52
N1 -0.75033 -0.60780 1.13535  0.88
O1 -0.12702 -0.25054 2.09944  -0.52
O2 -1.91617 -0.48680 0.88767  -0.55
F1 1.19360 1.05102 -1.76923  -0.11
F2 -0.95637 1.01613 -1.22013  -0.13
Cl1 1.80183 -1.35746 0.60869  -0.11
Cl2 -0.33909 -1.74291 -1.38004  -0.09
Cl3 0.61402 2.23585 0.43181  -0.01

## Properties
HOMO-LUMO gap (alpha / beta) in eV: 7.88 / 7.74
Spin multiplicity: 1
Net charge: 0



[6]
Here is a 8-piece molecular cluster, C17H50O8 overall at a distorted geometry from the Open Molecules 2025 dataset. Energies are from the ωB97M-V functional and the def2-TZVPD basis.

Each line ends with the Mulliken charge.
Atoms and positions in Å:
C1 -17.19753 2.44433 -5.00482  -1.22
C2 -17.04769 1.08700 -5.64803  0.43
C3 -15.75350 0.41713 -5.25991  -1.29
O1 -18.22255 0.30084 -5.35828  -0.53
H1 -16.60526 3.29621 -5.33890  0.36
H2 -17.00167 2.34306 -3.93735  0.30
H3 -18.22211 2.81150 -5.06411  0.32
H4 -17.00149 1.27731 -6.72029  0.25
H5 -15.60020 0.30896 -4.18617  0.34
H6 -14.88405 0.93663 -5.66276  0.36
H7 -15.75333 -0.63538 -5.54333  0.34
H8 -18.19887 0.07970 -4.42440  0.33
C4 -17.62419 3.45029 -17.91874  -1.20
C5 -18.15689 3.73046 -16.52547  0.48
C6 -17.54526 2.72504 -15.55042  -1.30
O2 -17.69371 4.99168 -16.23648  -0.55
H9 -18.06979 2.57729 -18.39561  0.35
H10 -16.55822 3.22275 -17.91283  0.27
H11 -17.84934 4.26648 -18.60521  0.34
H12 -19.24566 3.76723 -16.56186  0.24
H13 -18.06723 1.77821 -15.68878  0.36
H14 -17.76945 3.03085 -14.52850  0.32
H15 -16.47166 2.53671 -15.55197  0.34
H16 -18.21123 5.57680 -16.79452  0.33
C7 -2.99229 0.65497 -7.40180  -1.33
C8 -3.87769 1.87266 -7.19855  0.63
C9 -2.99840 3.05674 -6.82904  -1.32
O3 -4.57043 2.32633 -8.36377  -0.58
H17 -2.45818 0.32517 -6.51070  0.37
H18 -2.19414 0.77435 -8.13447  0.35
H19 -3.62285 -0.10509 -7.86310  0.33
H20 -4.63990 1.69630 -6.43958  0.18
H21 -2.52770 3.53275 -7.68925  0.34
H22 -2.19513 2.82779 -6.12874  0.34
H23 -3.55006 3.86234 -6.34449  0.38
H24 -5.04840 3.12630 -8.13312  0.32
C10 -10.47616 4.58382 -2.82149  -1.21
C11 -9.46962 5.41979 -2.02087  0.44
C12 -9.43465 4.84088 -0.58408  -1.20
O4 -8.19588 5.38007 -2.56711  -0.54
H25 -10.56948 4.89390 -3.86227  0.32
H26 -11.41087 4.76783 -2.29180  0.34
H27 -10.24620 3.52096 -2.74707  0.34
H28 -9.73850 6.47593 -2.04027  0.21
H29 -10.31777 5.23894 -0.08432  0.36
H30 -8.53576 5.16183 -0.05767  0.34
H31 -9.33949 3.75864 -0.49568  0.31
H32 -7.59132 5.95925 -2.09736  0.31
C13 -10.08957 4.31096 -19.66944  -1.31
C14 -10.19298 5.80577 -19.37410  0.46
C15 -10.85631 6.05129 -18.05668  -1.24
O5 -8.91679 6.28142 -19.38071  -0.55
H33 -9.80952 4.09749 -20.70100  0.30
H34 -11.01768 3.79285 -19.42804  0.34
H35 -9.33777 3.93355 -18.97629  0.36
H36 -10.71539 6.34129 -20.16682  0.35
H37 -10.27581 5.51708 -17.30452  0.30
H38 -11.85781 5.62142 -18.07410  0.33
H39 -10.91665 7.11171 -17.81180  0.30
H40 -8.96330 7.11377 -19.85676  0.35
C16 -12.62149 4.23559 -10.51255  -0.51
O6 -11.51338 3.52593 -9.88561  -0.49
H41 -12.63841 5.30856 -10.32133  0.26
H42 -12.52327 4.10880 -11.59068  0.23
H43 -13.60309 3.90738 -10.17073  0.22
H44 -10.87862 4.14410 -9.51609  0.30
C17 -11.57594 -2.44058 -10.38499  -0.50
O7 -12.27558 -1.30069 -10.93676  -0.50
H45 -10.61602 -2.60627 -10.87407  0.24
H46 -11.52014 -2.36564 -9.29900  0.24
H47 -12.11739 -3.36380 -10.59137  0.22
H48 -11.93737 -0.49183 -10.54566  0.31
O8 -8.16089 6.11940 -7.55877  -0.63
H49 -8.29313 7.06327 -7.64733  0.31
H50 -7.94734 5.99269 -6.63432  0.32

## Properties
HOMO-LUMO gap in eV: 10.29
Spin multiplicity: 1
SMILES: CC(C)O.CC(C)O.CC(C)O.CC(C)O.CC(C)O.CO.CO.O
Net charge: 0



[7]
Here is a 13-piece molecular cluster, C18H12Cl48FNO3 overall at a distorted geometry from the Open Molecules 2025 dataset. Energies are from the ωB97M-V functional and the def2-TZVPD basis.

Each line ends with the Mulliken charge.
Atoms and positions in Å:
N1 6.83322 2.02386 3.38823  -0.55
C1 5.89342 3.14662 3.29254  -0.52
C2 5.19767 3.19658 1.96686  -0.42
O1 4.81759 1.93338 1.45423  -0.37
C3 3.93012 1.26583 2.17865  0.33
O2 4.25423 0.50370 2.95166  -0.38
O3 2.67292 1.50378 1.89694  -0.25
C4 1.82709 1.71274 3.01804  -0.74
C5 2.03383 3.08915 3.62925  0.12
C6 0.75057 3.68854 4.02669  -0.62
F1 -0.01896 3.83514 2.93460  -0.26
H1 7.71703 2.40418 3.68507  0.25
H2 6.54573 1.45018 4.15985  0.21
H3 5.22074 3.20171 4.10927  0.21
H4 6.46496 4.04308 3.35260  0.55
H5 4.39194 3.89418 1.98497  0.16
H6 5.89073 3.58852 1.27316  0.48
H7 1.95216 0.95801 3.76072  0.32
H8 0.82510 1.65524 2.69715  0.59
H9 2.62661 2.98176 4.50682  0.30
H10 2.50195 3.67511 2.88269  -0.04
H11 0.95289 4.64875 4.42494  0.29
H12 0.25009 3.08746 4.73507  0.34
C7 2.90974 -2.23904 -0.18674  0.16
Cl1 3.09328 -3.49646 1.03375  -0.12
Cl2 1.19296 -1.86811 -0.39692  -0.01
Cl3 3.82263 -0.81123 0.29178  0.02
Cl4 3.50544 -2.82687 -1.73898  0.04
C8 3.33800 -6.31929 -4.26152  0.31
Cl5 1.83904 -6.06008 -3.35661  -0.07
Cl6 4.29285 -4.84188 -4.18903  -0.07
Cl7 4.23120 -7.65110 -3.52714  -0.10
Cl8 2.98877 -6.70303 -5.94493  -0.08
C9 -1.22740 7.43910 3.88497  0.28
Cl9 -1.79236 9.10962 3.87106  -0.10
Cl10 -2.03980 6.53090 2.61607  -0.07
Cl11 0.51546 7.39755 3.60536  -0.02
Cl12 -1.58279 6.70927 5.45480  -0.11
C10 2.42798 -2.77937 -7.21968  0.20
Cl13 1.34198 -4.16143 -7.12026  -0.08
Cl14 2.83323 -2.23837 -5.59060  0.01
Cl15 3.90477 -3.25085 -8.06544  -0.05
Cl16 1.62964 -1.46837 -8.09523  -0.08
C11 -1.95196 -3.39277 -4.40091  0.20
Cl17 -0.62732 -4.50999 -4.06370  0.06
Cl18 -3.35647 -3.82201 -3.42033  -0.06
Cl19 -1.44102 -1.75033 -4.00553  -0.10
Cl20 -2.37794 -3.48030 -6.11023  -0.10
C12 -3.10812 -0.19228 1.56735  -0.01
Cl21 -4.02525 -1.68221 1.40841  0.16
Cl22 -3.07122 0.27373 3.28445  -0.13
Cl23 -1.47014 -0.46639 0.97655  -0.01
Cl24 -3.85335 1.07722 0.59462  -0.02
C13 -4.55202 -5.75234 1.19236  0.21
Cl25 -2.81809 -5.46517 1.07146  -0.07
Cl26 -5.07400 -6.79195 -0.13106  -0.10
Cl27 -4.92016 -6.52541 2.73213  -0.07
Cl28 -5.40433 -4.20494 1.09043  0.05
C14 -6.33744 -0.53009 -2.20297  0.16
Cl29 -4.75063 -1.06605 -2.75975  0.04
Cl30 -7.46307 -0.50292 -3.56085  -0.10
Cl31 -6.93331 -1.65221 -0.96885  -0.02
Cl32 -6.20981 1.08609 -1.51695  -0.08
C15 5.59333 0.15932 -9.18929  0.32
Cl33 4.61057 -0.58540 -10.45084  -0.08
Cl34 7.09510 -0.74784 -9.00242  -0.10
Cl35 5.96330 1.82325 -9.64448  -0.11
Cl36 4.71054 0.14997 -7.66390  -0.04
C16 2.83959 7.76696 0.35879  0.35
Cl37 3.40744 9.43398 0.29204  -0.09
Cl38 3.68858 6.80279 -0.84682  -0.10
Cl39 3.16640 7.10356 1.96662  -0.10
Cl40 1.10831 7.71805 0.03998  -0.08
C17 -8.98667 -6.90928 3.31019  0.31
Cl41 -9.12765 -6.07832 4.85880  -0.10
Cl42 -8.35857 -5.79002 2.09966  -0.02
Cl43 -7.88681 -8.28075 3.47678  -0.10
Cl44 -10.57348 -7.49014 2.80624  -0.11
C18 -7.65372 0.46379 2.69103  0.25
Cl45 -7.51460 -1.18481 2.07773  -0.02
Cl46 -6.04530 1.05163 3.12722  -0.04
Cl47 -8.33034 1.50774 1.44138  -0.09
Cl48 -8.71660 0.47734 4.10001  -0.11

## Properties
HOMO-LUMO gap in eV: 9.60
Spin multiplicity: 1
Net charge: 0



[8]
Here is a 2-piece molecular cluster, C5H10 overall from the Open Molecules 2025 dataset. Energies are from the ωB97M-V functional and the def2-TZVPD basis.

Each line ends with the Mulliken charge.
Atoms and positions in Å:
C1 -1.73330 0.35665 0.28604  -0.87
C2 -1.04318 -0.64128 0.82711  0.18
C3 -0.28571 -1.67102 0.04347  -1.07
H1 -1.75754 0.50239 -0.79307  0.29
H2 -2.28663 1.06955 0.89060  0.27
H3 -1.02379 -0.75233 1.91160  0.30
H4 -0.87016 -2.59673 0.01101  0.34
H5 0.68089 -1.91025 0.50304  0.28
H6 -0.10272 -1.34393 -0.98469  0.28
C4 0.99559 1.62690 -0.69291  -0.47
C5 1.82905 0.71524 -0.20926  -0.58
H7 0.87052 1.78506 -1.76120  0.25
H8 0.37567 2.23274 -0.03732  0.26
H9 1.91745 0.54254 0.86123  0.28
H10 2.43386 0.08447 -0.85564  0.26

## Properties
HOMO-LUMO gap in eV: 10.60
Spin multiplicity: 1
SMILES: C=CC.C=C
Net charge: 0